[1]
The following is a quantum chemistry calculation of a 9-piece molecular cluster, C32H46F16O16 overall, from OMol25.

Each line ends with the Löwdin charge.
Atoms and positions in Å:
O -2.9403 0.6752 3.1077  0.189
C -2.5372 0.4006 4.1697  -0.579
O -2.7812 1.0727 5.3075  0.085
C -1.9943 0.4666 6.3154  -0.061
C -1.3551 -0.8277 5.6938  -0.221
F -2.0010 -1.9604 6.2393  0.019
O -1.7484 -0.6772 4.3463  0.118
H -1.1863 1.1689 6.5871  0.124
H -2.6392 0.2892 7.2011  0.145
H -0.2839 -0.8503 5.8653  0.141
C -7.3677 -6.1653 2.4500  -0.093
C -6.9352 -4.9569 1.8122  -0.200
O -5.4319 -4.9170 1.7496  0.014
C -4.8873 -5.7000 0.8009  -0.426
O -5.3663 -6.4308 0.0463  0.201
C -3.3051 -5.5934 0.8999  -0.564
F -2.8715 -6.0599 2.0803  0.155
F -2.7949 -6.3295 -0.0731  0.171
F -2.7870 -4.3896 0.8250  0.172
H -7.2395 -6.1061 3.5301  0.091
H -6.8937 -7.0388 1.9807  0.091
H -8.4564 -6.3528 2.3098  0.102
H -7.2000 -4.0532 2.4025  0.132
H -7.2381 -4.7331 0.7376  0.148
C -3.3680 1.8482 -2.6447  -0.037
C -4.0328 2.1960 -1.3282  -0.185
O -3.1204 2.7727 -0.3805  0.007
C -3.5882 3.6708 0.5189  -0.381
O -4.7234 4.0104 0.6152  0.192
C -2.4222 4.1942 1.2905  -0.533
F -2.8996 4.9002 2.3131  0.186
F -1.7480 3.1622 1.7616  0.180
F -1.6082 4.9520 0.4719  0.138
H -4.0207 1.2644 -3.2296  0.063
H -2.5656 1.1142 -2.4139  0.086
H -3.0026 2.6827 -3.2129  0.077
H -4.4095 1.2894 -0.8750  0.126
H -4.8422 2.8649 -1.4146  0.105
C 1.3355 1.6573 -1.1685  -0.025
C 0.1557 1.9528 -0.2155  -0.165
O -0.6472 0.7365 -0.1938  -0.002
C -0.6580 -0.0273 0.9270  -0.319
O 0.0801 0.1786 1.8783  0.113
C -1.6348 -1.2042 0.7414  -0.526
F -2.8978 -0.7053 0.5791  0.141
F -1.3829 -1.8623 -0.3950  0.163
F -1.5153 -2.0020 1.7925  0.187
H 0.9742 1.5426 -2.2033  0.080
H 1.8547 0.8228 -0.8093  0.055
H 2.0384 2.4915 -1.0743  0.059
H -0.5959 2.7035 -0.5111  0.107
H 0.4472 2.2140 0.7872  0.096
C 0.7214 -1.9691 -3.7142  -0.068
C 0.9487 -1.1010 -4.9420  -0.153
O -0.0486 -1.4295 -5.9712  0.020
C 0.2458 -2.5475 -6.6578  -0.385
O 1.2858 -3.0953 -6.6083  0.168
C -0.9713 -3.0368 -7.5723  -0.613
F -0.6415 -3.5247 -8.7556  0.184
F -1.6001 -3.9558 -6.8767  0.189
F -1.7737 -2.0514 -7.7920  0.203
H 1.4172 -1.6196 -2.9410  0.080
H 0.9715 -3.0078 -3.8445  0.070
H -0.2368 -2.0955 -3.2612  0.067
H 1.9326 -1.3430 -5.3190  0.117
H 0.7751 -0.0674 -4.6453  0.120
C 7.1450 0.4918 -0.8083  -0.059
C 5.9411 1.4174 -0.6561  -0.152
O 6.4468 2.8070 -0.9323  0.013
C 5.5329 3.8023 -0.9863  -0.382
O 4.3448 3.7225 -1.0013  0.157
C 6.3170 5.1429 -1.0056  -0.585
F 7.4279 5.0458 -1.7351  0.171
F 5.6147 6.1099 -1.5629  0.177
F 6.6224 5.4607 0.2400  0.190
H 7.8882 0.9004 -0.1187  0.083
H 7.5579 0.3542 -1.8158  0.085
H 6.8542 -0.5091 -0.4587  0.083
H 5.5380 1.3884 0.3190  0.106
H 5.1059 1.2269 -1.3363  0.121
C 2.7416 1.1359 3.7050  -0.017
C 1.5759 1.5189 4.4707  -0.560
C 0.6945 2.5512 3.9308  0.000
O 1.2550 0.8270 5.3904  0.074
H 3.4590 1.9414 3.6798  0.086
H 2.4516 0.8304 2.7514  0.055
H 3.2603 0.3337 4.3047  0.117
H -0.1135 2.6827 4.6965  0.111
H 0.3045 2.0277 3.0692  0.052
H 1.2498 3.4586 3.7029  0.099
C 3.3728 4.5972 -4.2729  -0.007
C 1.9398 4.1769 -3.7966  -0.511
C 1.3409 5.0789 -2.8075  -0.021
O 1.3932 3.2435 -4.3295  0.055
H 3.7053 3.6901 -4.8377  0.093
H 4.0330 4.8544 -3.4568  0.042
H 3.3614 5.4388 -4.9460  0.075
H 1.9693 5.9274 -2.4627  0.095
H 0.9502 4.5303 -1.8670  0.109
H 0.5515 5.4746 -3.4025  0.081
C 1.8212 -4.6842 0.8421  -0.028
C 1.0414 -4.4314 2.1418  -0.493
C 1.6937 -3.3768 2.9194  -0.041
O -0.0011 -5.0121 2.4711  0.059
H 1.5150 -4.0591 -0.0161  0.081
H 1.5634 -5.7390 0.5868  0.094
H 2.9011 -4.4936 0.9741  0.078
H 1.9065 -2.4439 2.3484  0.099
H 2.6581 -3.7836 3.1881  0.085
H 1.0809 -3.1651 3.7900  0.085

For the total energy, the calculation gives -4048.65151 hartree. The value obtained for the frontier orbital gap is 9.53 eV. As for the spin multiplicity: 1. The relative energy (zero: lowest compared OMol25 entry of this formula, charge and spin) comes out at 0.9393 eV.

=====

[2]
The following is a quantum chemistry calculation of a 2-piece molecular cluster, C13H6ClN6O10S overall, from OMol25.

Each line ends with the natural charge from an NBO analysis.
Atoms and positions in Å:
O 1.1965 -6.5653 1.0108  -0.402
N 0.2025 -5.9934 0.5555  0.510
O -0.4559 -6.4329 -0.3914  -0.400
C -0.2105 -4.7320 1.1599  0.057
C -1.3010 -4.0535 0.6493  -0.215
C -1.6697 -2.8428 1.1932  -0.182
C -0.9503 -2.3170 2.2394  -0.254
S -1.4475 -0.7379 2.9231  2.057
C -0.4719 0.3572 1.9055  -0.937
Cl -1.1599 1.8148 1.3775  -0.064
O -2.9025 -0.5807 2.5733  -0.950
O -0.8388 -0.6533 4.2939  -0.954
C 0.1252 -2.9941 2.7646  -0.211
C 0.4984 -4.2064 2.2244  -0.205
H -1.8529 -4.4868 -0.1707  0.238
H -2.5273 -2.3011 0.8235  0.251
H 0.5346 0.1228 1.6429  0.204
H 0.6537 -2.5711 3.6057  0.247
H 1.3357 -4.7594 2.6218  0.237
O -0.8779 9.7539 -0.6433  -0.422
N -1.2729 8.5921 -0.9493  0.388
C -1.5549 7.6333 -0.0119  0.048
C -1.9093 6.5568 -0.8064  0.072
N -1.8403 6.9189 -2.1020  -0.075
O -1.4616 8.1739 -2.2149  -0.065
C -2.2983 5.3035 -0.2106  0.084
N -2.6719 4.1698 -1.0133  0.481
O -2.5175 4.2211 -2.2395  -0.358
O -3.1351 3.1724 -0.4391  -0.333
C -2.3344 5.1926 1.1539  -0.134
C -1.9859 6.3018 1.9480  0.044
N -1.8684 6.5567 3.2991  0.393
O -2.1322 5.6914 4.1704  -0.380
O -1.4454 7.8049 3.5768  -0.069
N -1.2823 8.3771 2.3972  -0.091
C -1.5883 7.5186 1.4119  0.085
H -2.6159 4.2557 1.6107  0.306

For the total energy, the calculation gives -2437.76719 hartree. The value obtained for the frontier orbital gap is 2.70 eV. As for the spin multiplicity: 1. The charge is -1. The relative energy (zero: lowest compared OMol25 entry of this formula, charge and spin) comes out at 0.7728 eV.

=====

[3]
The following is a quantum chemistry calculation of C11H9ClO as an isolated structure, from OMol25.

Each line ends with the natural charge from an NBO analysis.
Atoms and positions in Å:
C 0.7085 3.2339 0.6825  -0.202
C 1.4874 2.6448 -0.3389  -0.226
C -0.2029 2.4868 1.4173  -0.221
C 1.1712 1.3356 -0.6915  -0.151
C -0.4560 1.1093 1.0533  -0.183
C 0.1764 0.5178 -0.0272  -0.117
C 0.8178 -2.1252 -0.1954  -0.130
C -0.4049 -2.0670 0.2858  0.034
C -0.4231 -0.7492 -2.3006  0.417
C -0.0211 -0.8691 -0.3032  -0.013
C -1.4198 -2.9830 0.8281  -0.659
O 0.1529 0.1354 -2.8553  -0.548
Cl -1.3747 -2.0321 -2.8934  -0.030
H 0.7107 4.3090 0.8621  0.209
H 2.2016 3.3762 -0.7701  0.227
H -0.6363 2.9778 2.2905  0.215
H 1.5347 0.8303 -1.5093  0.226
H -0.9428 0.4809 1.7926  0.202
H 1.7603 -2.5686 -0.3201  0.240
H -2.0586 -2.5251 1.5349  0.230
H -0.8440 -3.9039 1.3364  0.227
H -1.9373 -3.6144 0.1216  0.252

For the total energy, the calculation gives -959.81529 hartree. The value obtained for the frontier orbital gap is 8.37 eV. As for the spin multiplicity: 1. The relative energy (zero: lowest compared OMol25 entry of this formula, charge and spin) comes out at 3.2926 eV.

=====

[4]
The following is a quantum chemistry calculation of a 2-piece molecular cluster, C3H2N4 overall, from OMol25.

Each line ends with the natural charge from an NBO analysis.
Atoms and positions in Å:
C 2.9121 0.0117 -0.0384  0.374
C -1.4175 0.6913 0.0123  -0.094
C -1.3957 -0.7091 -0.0079  -0.094
N 4.0404 0.0100 -0.1273  -0.412
N -0.1402 1.1030 0.0707  -0.215
N -0.1064 -1.0817 0.0403  -0.215
N 0.5162 0.0201 0.1140  0.191
H -2.2286 1.3907 -0.0121  0.233
H -2.1803 -1.4361 -0.0516  0.233

For the total energy, the calculation gives -334.28819 hartree. The value obtained for the frontier orbital gap (alpha / beta) is 6.76 / 6.76 eV. As for the spin multiplicity: 1. The relative energy (zero: lowest compared OMol25 entry of this formula, charge and spin) comes out at 6.4466 eV.